[1]
Computed, not measured: C8H25O9Tl as an isolated structure, with wB97M-V/def2-TZVPD.

Results
DFT total energy: -31794.1312 eV
Kohn-Sham gap: 1.633 eV
highest occupied orbital energy: -0.519 Ha
F_max: 2.97 eV/A
charge: +2

```
43
Properties=species:S:1:pos:R:3:forces:R:3:nbo_charge:R:1
Tl -9.515 -14.980 13.444 0.0 0.0 0.0 0.998
O -13.669 -13.231 14.648 0.0 0.0 0.1 -0.488
H -13.671 -13.143 15.621 0.0 0.0 -0.1 0.430
C -13.007 -16.822 6.875 0.4 -0.2 0.2 -0.118
C -13.196 -17.467 8.263 0.9 0.1 0.6 -0.102
O -13.040 -16.591 9.372 -0.1 0.5 -0.2 -0.679
O -11.593 -16.730 6.456 -2.6 -0.6 0.4 -0.658
H -13.572 -15.899 6.741 0.5 0.7 0.6 0.186
H -13.686 -17.448 6.296 1.2 -0.7 -1.1 0.215
H -12.421 -18.216 8.424 -0.2 -0.2 -0.4 0.205
H -14.183 -17.916 8.380 -0.1 -0.2 -0.5 0.187
H -13.858 -16.089 9.348 0.0 0.5 0.4 0.465
H -11.212 -15.977 6.915 0.0 0.2 0.0 0.472
C -18.798 -14.171 15.030 -1.3 -2.6 0.8 -0.105
C -18.444 -14.882 13.662 -0.9 0.4 -1.0 -0.109
O -17.641 -14.033 12.892 0.1 0.2 0.0 -0.592
O -17.678 -14.184 15.854 0.8 0.5 -0.6 -0.574
H -19.485 -14.817 15.576 -0.4 -0.1 -0.3 0.210
H -19.289 -13.199 14.985 0.4 0.3 -0.8 0.222
H -19.298 -15.126 13.030 -0.5 0.7 0.3 0.221
H -17.998 -15.876 13.697 0.5 0.0 1.3 0.208
H -16.865 -13.813 13.413 0.5 0.1 -0.4 0.450
H -17.020 -13.853 15.239 1.0 0.5 0.8 0.441
C -10.876 -7.884 14.040 0.2 -0.5 0.2 -0.088
C -11.963 -8.142 15.083 -1.3 0.7 0.2 -0.095
O -13.267 -8.384 14.513 1.0 0.3 0.2 -0.605
O -10.383 -9.136 13.683 0.4 -1.3 -0.4 -0.690
H -10.058 -7.339 14.512 -0.1 0.4 0.3 0.201
H -11.211 -7.346 13.153 -0.4 0.2 0.2 0.203
H -12.018 -7.242 15.695 -0.4 0.1 -0.1 0.210
H -11.785 -8.980 15.756 0.8 0.0 -0.2 0.187
H -13.323 -9.338 14.416 -0.2 -0.1 -0.2 0.469
H -9.847 -9.091 12.888 0.0 0.1 -0.2 0.483
C -12.056 -14.020 19.999 1.4 -2.4 0.1 -0.098
C -11.873 -13.985 21.496 -0.8 1.8 1.2 -0.098
O -11.725 -15.248 22.120 -0.5 -0.2 -1.6 -0.702
O -10.722 -14.330 19.544 -0.8 0.6 -1.2 -0.643
H -12.540 -13.221 19.437 0.7 0.7 0.6 0.207
H -12.711 -14.861 19.772 -0.1 -0.5 0.0 0.197
H -12.728 -13.397 21.829 -0.5 -0.2 0.7 0.199
H -11.016 -13.354 21.728 0.2 0.1 -0.1 0.186
H -11.603 -15.218 23.071 0.1 0.5 0.1 0.505
H -10.370 -14.927 20.209 0.2 -0.3 0.1 0.486
```
Forces are in eV/Å.

---

[2]
Computed, not measured: a 2-piece molecular cluster, C5H13NO overall, with wB97M-V/def2-TZVPD.

Results
DFT total energy: -8931.9085 eV
Kohn-Sham gap: 9.476 eV
highest occupied orbital energy: -0.323 Ha
SMILES string: C=CCCNC.O
F_max: 1.56 eV/A
charge: 0

```
20
Properties=species:S:1:pos:R:3:forces:R:3:nbo_charge:R:1
C -0.062 -2.704 0.352 -0.3 0.4 -1.5 -0.425
C -0.843 -1.630 0.209 0.5 0.2 1.2 -0.156
C -1.085 -0.868 -1.055 -1.0 -0.6 0.1 -0.458
C -0.101 0.288 -1.182 0.2 0.5 -1.2 -0.209
N -0.402 1.362 -0.249 0.4 -0.1 0.3 -0.631
C 0.464 2.537 -0.445 0.0 -0.6 0.5 -0.414
H 0.024 -3.304 -0.551 0.9 0.0 0.0 0.186
H 0.580 -2.915 1.194 -0.8 -0.5 0.5 0.199
H -1.180 -1.159 1.128 0.3 0.6 0.0 0.189
H -2.065 -0.382 -1.058 -0.1 -0.1 0.1 0.223
H -1.090 -1.548 -1.914 0.4 0.2 0.0 0.213
H -0.233 0.679 -2.201 -0.1 0.1 0.1 0.188
H 0.962 -0.006 -1.165 -0.1 -0.4 0.3 0.160
H -0.122 1.007 0.661 -0.5 0.1 0.2 0.368
H 1.473 2.342 -0.057 0.2 0.0 -0.4 0.168
H 0.507 2.779 -1.506 0.0 0.3 0.1 0.190
H 0.087 3.353 0.171 -0.2 0.1 -0.4 0.202
O 1.005 0.464 2.468 0.2 -0.9 0.0 -0.936
H 0.740 -0.018 3.261 -0.2 0.4 0.2 0.472
H 1.339 -0.278 1.939 0.0 0.4 -0.2 0.471
```
Forces are in eV/Å.

---

[3]
Computed, not measured: a 5-piece molecular cluster, C28H38BrCl16N3O3P overall, with wB97M-V/def2-TZVPD.

Results
DFT total energy: -319945.8849 eV
Kohn-Sham gap: 7.874 eV
highest occupied orbital energy: -0.432 Ha
F_max: 1.84 eV/A
charge: +1

```
90
Properties=species:S:1:pos:R:3:forces:R:3:mulliken_charge:R:1
C 3.450 3.986 1.266 -0.1 -0.1 -0.3 -1.322
C 3.611 2.873 0.201 -1.2 0.3 0.7 -0.101
C 2.302 2.796 -0.617 0.9 -0.1 -0.1 -0.355
C 2.418 1.707 -1.679 0.5 0.7 0.1 -0.070
O 1.141 1.161 -2.141 0.1 0.0 0.2 -0.465
C 0.396 0.590 -1.200 -0.1 -0.2 0.4 0.149
C 0.695 -0.647 -0.617 0.4 -0.3 -0.1 -0.071
C 1.907 -1.392 -1.151 0.3 0.1 0.4 -2.521
C 3.124 -1.477 -0.174 -0.2 -0.4 -0.8 -0.754
C 4.481 -1.294 -0.887 0.3 0.6 1.1 -0.448
N 5.209 -0.171 -0.262 -0.2 0.1 -0.4 -0.310
C -0.117 -1.165 0.397 -0.2 0.9 -0.3 1.797
C 0.286 -2.478 1.022 -0.4 -0.1 -0.1 -0.851
Br 0.587 -2.212 2.943 0.2 -0.1 -0.1 0.004
C -0.619 -3.699 0.697 0.2 0.1 -0.3 -0.601
C -1.732 -3.459 -0.332 0.0 -0.8 0.4 -0.725
C -1.285 -0.437 0.785 0.2 -0.5 0.2 0.612
C -2.201 -1.018 1.864 -0.5 0.2 -0.8 -1.446
C -3.708 -1.174 1.462 0.7 1.0 0.3 -1.411
C -4.639 -0.508 2.496 -0.4 -1.3 -0.3 -0.571
O -5.860 -1.252 2.544 0.2 0.6 -0.4 -0.504
C -6.831 -0.585 1.744 -0.1 -0.4 0.6 -0.597
C -1.540 0.777 0.163 -0.4 -0.1 -0.7 0.908
P -2.983 1.816 0.651 -0.1 0.4 1.8 1.274
O -2.906 2.031 2.116 0.0 -0.2 0.0 -0.703
N -0.717 1.257 -0.822 0.2 0.2 0.0 0.920
C -1.008 2.517 -1.534 0.3 -0.9 0.6 -1.096
C -0.754 3.735 -0.926 0.1 0.4 -0.6 0.837
C -1.044 4.860 -1.687 0.7 -1.2 0.0 -1.583
C -1.537 4.636 -2.975 0.7 1.2 -0.6 -0.579
N -1.738 3.471 -3.566 0.0 -0.4 0.5 -0.528
C -1.482 2.394 -2.820 -0.2 0.5 -0.2 -0.413
H 4.291 4.673 1.287 0.0 0.0 0.1 0.356
H 2.544 4.558 1.059 0.1 0.2 0.0 0.308
H 3.306 3.569 2.261 0.2 0.0 0.1 0.346
H 3.664 1.930 0.738 0.6 -0.2 -0.3 -0.055
H 4.465 3.035 -0.449 0.2 -0.2 0.1 0.537
H 1.516 2.614 0.115 -0.2 -0.1 -0.1 0.036
H 2.173 3.773 -1.085 -0.5 0.0 0.0 0.424
H 3.121 0.949 -1.333 -0.4 -0.4 0.0 -0.326
H 2.866 2.152 -2.564 -0.1 -0.2 -0.2 0.526
H 2.254 -0.922 -2.064 -0.2 0.0 -0.1 0.801
H 1.622 -2.411 -1.414 -0.2 0.0 -0.1 0.576
H 3.133 -2.486 0.235 0.0 0.1 0.4 0.663
H 3.013 -0.774 0.651 0.0 0.1 0.0 0.644
H 4.359 -1.045 -1.941 0.0 -0.3 -0.1 0.317
H 5.075 -2.199 -0.754 -0.1 -0.2 -0.5 0.003
H 5.094 -0.198 0.743 0.2 -0.1 0.0 0.237
H 6.197 -0.288 -0.463 -0.2 0.2 0.1 0.041
H 1.266 -2.725 0.659 0.2 0.1 0.1 0.003
H 0.030 -4.468 0.277 0.2 0.0 0.1 0.393
H -1.002 -4.125 1.621 -0.2 0.1 0.0 0.460
H -1.422 -2.856 -1.182 0.0 0.2 0.1 0.278
H -2.006 -4.434 -0.736 -0.1 0.0 -0.1 0.466
H -2.626 -3.087 0.154 -0.1 0.4 -0.3 -0.107
H -1.872 -2.018 2.098 0.3 0.1 0.3 0.240
H -2.104 -0.376 2.737 0.0 -0.1 0.1 0.789
H -3.825 -0.752 0.465 -0.4 -0.3 -0.1 0.676
H -3.973 -2.225 1.408 -0.1 -0.1 0.1 0.596
H -4.881 0.522 2.248 0.3 0.2 0.3 0.376
H -4.164 -0.587 3.472 -0.1 0.2 0.1 0.331
H -6.445 -0.325 0.753 0.0 0.1 0.0 0.302
H -7.685 -1.240 1.603 0.2 0.0 0.2 0.241
H -7.157 0.305 2.290 -0.1 0.2 -0.3 0.347
H -4.163 1.159 0.262 0.2 0.1 -0.6 0.091
H -2.938 3.037 -0.018 0.0 -0.4 -0.5 -0.616
H -0.347 3.807 0.071 -0.1 -0.1 0.1 0.753
H -0.871 5.852 -1.305 -0.1 0.1 -0.1 0.425
H -1.763 5.521 -3.561 0.0 -0.1 -0.2 0.522
H -1.659 1.422 -3.263 0.0 -0.1 0.0 0.543
C -5.153 5.321 -0.582 -0.2 0.0 0.0 0.348
Cl -4.881 4.775 1.079 0.1 0.0 0.0 -0.101
Cl -6.492 4.408 -1.283 0.0 0.0 0.0 -0.077
Cl -5.525 7.039 -0.582 0.0 -0.1 -0.1 -0.090
Cl -3.669 5.024 -1.539 -1.5 0.3 0.7 -0.018
C -10.042 0.498 -0.532 0.1 0.0 0.1 0.333
Cl -9.431 -1.112 -0.128 -0.4 -0.1 -0.3 -0.110
Cl -8.651 1.482 -1.024 0.0 0.1 -0.1 -0.060
Cl -11.220 0.396 -1.835 0.1 0.0 0.0 -0.088
Cl -10.794 1.224 0.889 0.0 0.0 0.0 -0.097
C 8.638 -3.232 -0.344 0.1 -0.1 0.1 0.297
Cl 9.097 -3.698 1.292 -0.1 0.4 0.1 -0.044
Cl 7.229 -4.170 -0.856 0.0 0.0 0.0 -0.080
Cl 8.240 -1.500 -0.367 0.2 -0.1 0.0 -0.171
Cl 9.978 -3.530 -1.451 0.0 0.0 0.0 -0.067
C 9.339 -7.983 1.045 0.0 0.0 0.0 0.329
Cl 10.515 -8.231 2.336 0.0 0.0 0.0 -0.091
Cl 9.295 -9.406 0.002 0.0 0.0 0.0 -0.091
Cl 7.737 -7.717 1.749 0.0 0.0 0.0 -0.107
Cl 9.797 -6.564 0.096 0.1 -0.4 -0.1 -0.034
```
Forces are in eV/Å.

---

[4]
Computed, not measured: a 2-piece molecular cluster, C2S4 overall, with wB97M-V/def2-TZVPD.

Results
DFT total energy: -45413.8981 eV
Kohn-Sham gap: 8.497 eV
highest occupied orbital energy: -0.346 Ha
F_max: 2.22 eV/A
charge: 0

```
6
Properties=species:S:1:pos:R:3:forces:R:3:nbo_charge:R:1
C -0.611 -1.047 -0.246 -1.1 -1.9 -0.5 -0.410
C 0.614 1.047 0.248 1.1 1.9 0.4 -0.409
S -0.294 -1.792 1.084 0.1 0.2 -0.2 0.206
S -0.507 1.745 1.073 0.1 -0.3 -0.2 0.205
S -1.123 -0.616 -1.652 0.1 0.1 0.2 0.204
S 1.921 0.663 -0.508 -0.3 -0.1 0.1 0.204
```
Forces are in eV/Å.